1.
This record from OMol25 describes 3 unconnected molecules or ions with the total composition C4H12N3 in a non-equilibrium geometry. The level of theory is ωB97M-V with the def2-TZVPD basis set.

Each line ends with the natural charge from an NBO analysis.
Atoms and positions in Å:
N 3.468 1.037 -1.469  -1.046
N 1.321 0.767 0.093  -0.603
N 0.933 -0.363 0.426  -0.025
C -3.553 0.467 0.174  -0.374
C -0.537 -2.423 1.068  -0.716
C 0.441 -1.342 0.822  0.491
C -2.405 1.121 0.157  -0.432
H 3.678 0.194 -2.016  0.395
H 2.186 0.878 -0.651  0.430
H -4.000 0.257 1.173  0.199
H -1.814 1.251 -0.802  0.189
H -0.705 -2.911 0.128  0.280
H 4.330 1.398 -1.044  0.413
H -1.992 1.804 0.946  0.204
H 1.193 1.547 0.652  0.404
H 3.157 1.556 -2.277  0.396
H -0.249 -3.187 1.856  0.285
H -3.989 -0.206 -0.598  0.215
H -1.464 -1.844 1.360  0.295

The total energy comes out at -323.5037 hartree. The total charge is +1. The energy above the lowest of the compared OMol25 structures with the same formula, charge and spin is 109.5 kcal/mol. The value obtained for the highest occupied orbital energy is -13.3 eV. For the HOMO-LUMO gap, the calculation gives 10.360 eV. The value obtained for the LUMO energy is -2.8977 eV.

=====

2.
This record from OMol25 describes 9 unconnected molecules or ions with the total composition C3H24N2O9S in a non-equilibrium geometry. The level of theory is ωB97M-V with the def2-TZVPD basis set.

Each line ends with the natural charge from an NBO analysis.
Atoms and positions in Å:
S -4.637 2.310 0.506  -0.066
O 0.274 -3.013 -0.759  -0.968
O 0.494 -0.712 -2.076  -0.989
O 1.412 1.951 1.116  -0.675
O 1.600 -5.162 1.706  -0.921
O 0.178 1.697 -2.856  -0.952
O 4.800 -2.726 1.137  -0.942
O -0.492 -2.558 -4.822  -0.918
O -1.009 -1.735 1.385  -0.962
O 0.834 0.297 3.570  -0.924
N 0.601 3.466 -0.380  -0.862
N -0.688 2.451 1.376  -0.662
C -1.962 2.903 0.823  -0.233
C 0.496 2.607 0.689  0.781
C -3.059 1.793 1.293  -0.517
H 4.860 -2.133 1.958  0.470
H 3.974 -2.366 0.643  0.472
H 1.523 3.702 -0.425  0.403
H -2.247 3.909 1.121  0.193
H 0.306 -0.054 -1.342  0.490
H -0.105 -2.177 -4.024  0.459
H 0.416 -2.358 -5.295  0.459
H -4.703 1.647 -0.693  0.144
H -2.959 1.698 2.378  0.228
H 0.309 -0.180 -2.871  0.493
H 1.000 -0.659 3.056  0.444
H -0.345 2.486 -2.983  0.490
H 0.033 -3.140 -1.688  0.478
H 1.021 1.840 -2.713  0.472
H -0.231 -2.132 -0.653  0.489
H -0.251 -1.604 1.918  0.460
H -0.714 1.974 2.285  0.431
H 1.790 -5.569 0.937  0.456
H -2.713 0.852 0.922  0.237
H 1.576 -4.213 1.363  0.464
H -0.939 -2.643 0.907  0.501
H 1.732 0.655 3.338  0.483
H -0.198 4.153 -0.552  0.402
H -1.977 2.743 -0.294  0.193

The total energy comes out at -1313.4660 hartree. The total charge is 0. The energy above the lowest of the compared OMol25 structures with the same formula, charge and spin is 8.0 kcal/mol. The value obtained for the highest occupied orbital energy is -9.4 eV. Its SMILES is NC(=O)NCCS.O.O.O.O.O.O.O.O. For the HOMO-LUMO gap, the calculation gives 9.246 eV. The value obtained for the LUMO energy is -0.1060 eV.

=====

3.
This record from OMol25 describes a single C21H20F3N3O2 molecule in a non-equilibrium geometry. The level of theory is ωB97M-V with the def2-TZVPD basis set.

Each line ends with the natural charge from an NBO analysis.
Atoms and positions in Å:
F 1.267 -5.218 -0.643  -0.308
F 3.428 -1.329 1.072  -0.305
F -1.280 2.478 1.171  -0.302
O 1.720 -2.487 -0.834  -0.465
O 0.120 -2.093 1.934  -0.512
N -1.056 1.745 -2.428  -0.423
N -0.440 0.308 -0.618  -0.198
N -0.593 -0.198 0.658  -0.324
C 1.992 -4.599 0.313  0.380
C -1.813 3.808 -0.702  -0.218
C 3.397 -4.765 2.278  -0.200
C 2.257 -3.227 0.201  0.156
C 0.845 -0.429 -2.825  -0.635
C 0.299 -0.704 3.925  -0.633
C -2.489 5.321 -2.591  -0.245
C -1.491 2.937 -2.907  0.035
C 0.333 -0.564 -1.377  0.146
C -1.917 4.008 -2.074  -0.055
C -0.888 -2.997 3.836  -0.616
C 0.094 -1.320 0.778  0.427
C -1.805 6.072 -3.762  -0.412
C -0.987 1.553 -1.080  0.292
C -3.144 5.372 -3.960  -0.413
C 3.093 -2.621 1.183  0.390
C 0.777 -1.541 -0.528  0.156
C -0.560 -1.694 3.109  0.101
C 3.676 -3.410 2.211  -0.283
C -1.365 2.579 -0.176  0.359
C 2.558 -5.378 1.345  -0.284
H 1.669 -1.132 -3.055  0.233
H 0.014 -0.679 -3.487  0.232
H -2.974 5.952 -1.836  0.230
H 0.060 -3.567 3.998  0.211
H 3.845 -5.452 2.963  0.222
H -0.955 5.643 -4.304  0.219
H -3.076 4.531 -4.622  0.213
H -4.028 5.994 -4.139  0.222
H 4.290 -2.909 2.957  0.232
H -1.530 -3.635 3.240  0.219
H 2.361 -6.461 1.428  0.234
H 1.072 -1.223 4.443  0.205
H -1.510 3.066 -3.993  0.197
H -1.793 7.179 -3.713  0.220
H -1.521 -1.213 2.890  0.188
H 1.190 0.571 -3.020  0.231
H -0.341 -0.221 4.670  0.211
H -2.085 4.576 -0.012  0.227
H -1.400 -2.747 4.790  0.212
H 0.685 0.120 3.292  0.231

The total energy comes out at -1426.4726 hartree. The total charge is 0. The energy above the lowest of the compared OMol25 structures with the same formula, charge and spin is 58.0 kcal/mol. The value obtained for the highest occupied orbital energy is -7.9 eV. Its SMILES is Cc1c(Oc2c(F)cccc2F)c(OC(C)C)nn1-c1ncc(C2CC2)cc1F. For the HOMO-LUMO gap, the calculation gives 8.603 eV. The value obtained for the LUMO energy is 0.7235 eV.

=====

4.
This record from OMol25 describes a single C19H13NO5 molecule in a non-equilibrium geometry. The level of theory is ωB97M-V with the def2-TZVPD basis set.

Each line ends with the natural charge from an NBO analysis.
Atoms and positions in Å:
O 1.109 3.002 -0.817  -0.522
O -1.903 1.518 -1.945  -0.592
O -2.307 0.238 -3.795  -0.676
O 1.429 0.734 -3.415  -0.566
O 1.107 2.984 -3.628  -0.643
N 0.654 0.781 -0.529  -0.475
C 0.334 0.173 3.134  -0.074
C 0.519 -2.887 -1.024  -0.165
C 0.165 -0.441 -1.068  0.227
C -0.616 -0.313 4.045  -0.175
C 2.599 0.938 2.627  -0.214
C -1.919 -0.536 3.633  -0.210
C 1.670 0.476 3.558  -0.185
C -0.015 0.372 1.800  -0.019
C -2.320 -0.202 2.359  -0.213
C -1.239 -1.939 -2.420  -0.151
C -1.375 0.246 1.429  -0.182
C -1.754 0.475 -2.558  0.777
C 0.865 -1.613 -0.617  -0.229
C 2.254 1.138 1.256  -0.194
C -0.908 -0.594 -1.978  -0.194
C 1.193 1.835 -2.875  0.707
C -0.527 -3.052 -1.936  -0.222
C 0.929 1.899 -1.370  0.586
C 0.944 0.805 0.845  0.170
H -1.727 0.391 0.414  0.228
H 1.051 -3.780 -0.687  0.220
H -3.339 -0.279 2.051  0.215
H 3.016 1.452 0.512  0.228
H -2.005 -2.141 -3.130  0.229
H -0.787 -4.042 -2.257  0.216
H -2.768 1.044 -4.026  0.500
H -2.638 -0.914 4.343  0.213
H -0.326 -0.461 5.068  0.211
H 1.753 -1.562 0.037  0.236
H 1.940 0.355 4.589  0.215
H 3.657 1.164 2.916  0.220
H 1.286 2.736 -4.541  0.503

The total energy comes out at -1162.8082 hartree. The total charge is 0. The energy above the lowest of the compared OMol25 structures with the same formula, charge and spin is 9.2 kcal/mol. The value obtained for the highest occupied orbital energy is -7.9 eV. Its SMILES is O=C(O)C(=O)N(c1ccccc1C(=O)O)c1cccc2ccccc12. For the HOMO-LUMO gap, the calculation gives 7.640 eV. The value obtained for the LUMO energy is -0.3102 eV.

=====

Question: Number 2 is which compound?
Answer: C3H24N2O9S